ORCA calculation (ωB97M-V/def2-TZVPD) on a molecular structure, C20H40P2SiZn.

- total charge = 0
- largest force on an atom (eV Å⁻¹) = 3.519
- LUMO (hartree) = -0.018
- frontier orbital gap (eV) = 3.8
- multiplicity = 1
- energy relative to the best compared isomer or geometry (same formula, charge and spin) (eV) = 2.257
- calculated total energy (Ha) = -3537.2357

The geometry in XYZ format:
```
64
Properties=species:S:1:pos:R:3:forces:R:3:mulliken_charge:R:1
Zn -0.005 1.764 -0.798 0.7 0.1 2.0 -0.237
P 0.201 -2.456 -4.834 1.4 -1.4 0.3 1.157
P 3.772 -0.688 -4.054 -0.4 -2.3 -0.5 0.852
Si -3.360 0.743 2.835 -0.2 0.0 0.5 0.459
C 5.520 -1.025 -3.854 0.6 0.0 -0.3 -1.578
C 3.663 0.792 -5.025 0.3 0.8 -0.7 -1.283
C -2.082 1.049 1.529 1.2 0.7 -1.8 0.532
C 0.262 -2.888 -3.049 -0.5 0.2 1.2 0.874
C 1.379 -0.512 -2.713 0.8 0.2 0.5 1.117
C 3.399 -1.971 -1.757 1.5 0.1 -0.7 -1.235
C 2.610 -2.958 -1.057 -0.4 -1.8 0.2 -0.966
C -2.760 1.526 4.435 0.3 0.1 -0.1 -1.071
C -5.001 1.551 2.379 0.0 0.1 -0.3 -1.052
C -1.141 -1.429 -5.410 -0.6 0.1 -0.8 -1.547
C 0.029 -4.079 -5.672 -0.4 0.3 -0.3 -1.730
C 3.089 -2.077 -4.989 0.6 0.0 -0.8 -0.863
C 0.334 -1.534 -2.223 -0.3 -0.2 -0.4 -1.779
C -1.302 1.367 0.611 -1.9 -0.9 1.0 -0.328
C 1.229 -3.985 -2.966 -0.2 0.9 -1.2 -1.536
C 2.941 -0.829 -2.500 -1.4 2.4 2.1 0.568
C 1.719 -1.857 -5.673 0.2 0.1 -0.4 -1.050
C -3.590 -1.096 3.143 0.1 -0.1 -0.2 -1.047
C 1.852 2.479 -0.579 -0.4 0.3 -0.7 -0.978
C 2.245 -4.184 -1.931 0.7 -1.0 1.2 -0.866
H 1.713 3.494 -0.188 0.1 -0.1 -0.1 0.304
H -4.421 -1.510 2.557 0.2 0.0 0.1 0.324
H -0.782 -0.407 -5.589 -0.2 -0.3 0.0 0.421
H 1.538 -0.805 -5.967 0.2 -0.5 0.1 0.361
H 5.961 -1.080 -4.857 0.0 0.0 0.1 0.455
H 1.745 -2.456 -6.602 -0.1 0.4 0.2 0.592
H -1.472 -1.898 -6.345 -0.3 0.5 0.0 0.412
H 1.950 -5.010 -1.235 0.0 0.2 -0.1 0.371
H 2.399 2.536 -1.520 0.2 0.1 0.1 0.213
H 4.407 0.711 -5.827 -0.1 0.2 0.1 0.389
H 3.848 -2.317 -5.750 -0.3 -0.1 0.0 0.664
H -0.784 -3.267 -2.916 -0.3 0.5 -0.1 0.549
H -3.574 1.952 5.037 0.2 -0.2 -0.2 0.322
H -5.418 2.092 3.239 0.1 -0.1 -0.2 0.304
H 3.336 0.082 -1.984 -0.3 0.6 -0.3 0.362
H 2.449 1.914 0.147 -0.4 -0.1 -0.2 0.281
H 0.944 -4.666 -5.492 -0.4 0.4 0.0 0.519
H -0.849 -4.633 -5.306 0.3 0.2 -0.2 0.392
H 3.917 1.669 -4.421 -0.1 -0.1 0.0 0.397
H 3.193 -3.338 -0.199 -0.1 0.1 -0.3 0.485
H -0.648 -1.023 -2.282 0.2 -0.3 -0.5 0.583
H -1.979 -1.418 -4.703 0.2 -0.1 -0.1 0.391
H 1.702 -2.566 -0.592 0.2 -0.3 0.2 0.202
H 4.474 -1.994 -1.572 -0.2 0.3 0.2 0.357
H -2.058 2.332 4.185 -0.1 -0.1 0.2 0.303
H 6.056 -0.248 -3.293 -0.3 -0.1 0.0 0.397
H -4.846 2.270 1.565 -0.1 -0.1 0.2 0.282
H 2.685 0.939 -5.488 0.1 0.0 0.2 0.418
H -5.746 0.816 2.046 0.2 0.1 0.0 0.307
H -2.232 0.775 5.036 0.0 0.2 -0.1 0.288
H 1.190 0.447 -2.173 0.3 -0.6 -0.3 -1.299
H 0.979 -4.849 -3.582 -0.1 0.1 0.6 0.409
H 1.203 -0.232 -3.777 -0.1 -0.3 0.5 0.251
H 3.182 -4.566 -2.409 -0.2 0.3 0.5 0.137
H -0.063 -3.874 -6.756 -0.1 -0.2 0.4 0.509
H 5.668 -1.993 -3.366 -0.3 0.2 0.0 0.512
H 0.415 -1.702 -1.138 0.1 -0.1 -0.7 0.688
H 3.056 -2.933 -4.291 -0.1 0.3 0.1 0.148
H -3.791 -1.286 4.208 0.1 0.0 -0.3 0.307
H -2.669 -1.621 2.855 -0.2 0.0 0.2 0.282
```
Positions in Å, forces in eV/Å.

---

ORCA calculation (ωB97M-V/def2-TZVPD) on a molecular structure, C20H41BrHfO6Si2.

- total charge = +4
- largest force on an atom (eV Å⁻¹) = 2.919
- LUMO (hartree) = -0.608
- frontier orbital gap (eV) = 1.0
- multiplicity = 1
- calculated total energy (Ha) = -4437.1341

The geometry in XYZ format:
```
71
Properties=species:S:1:pos:R:3:forces:R:3:mulliken_charge:R:1
Hf -0.056 -2.963 1.711 -0.3 1.0 -0.8 1.120
Br 2.005 0.165 -2.178 0.2 -0.4 0.1 -0.046
Si 2.630 -1.949 -1.906 0.3 -1.0 -0.5 0.161
Si 4.701 -0.793 -0.239 1.0 -0.4 -0.8 0.081
O 4.540 -1.602 2.655 1.7 0.1 0.7 -0.283
O 3.599 4.250 -2.280 0.3 -0.9 1.2 -0.434
O 3.941 -2.161 -0.898 -1.0 1.5 0.3 -0.133
O 3.013 -2.682 -3.308 -0.1 0.4 0.6 -0.538
O -10.108 0.661 0.220 0.6 -0.3 -0.4 -0.155
O 3.440 3.128 -0.324 0.8 0.3 -0.6 -0.222
C 5.824 -1.331 2.313 -0.7 0.2 -2.8 0.174
C -0.195 -1.984 -1.061 1.0 -1.9 1.1 -1.317
C 3.806 3.614 2.023 0.3 0.6 -0.6 -0.867
C -3.892 0.332 0.253 -0.9 -0.9 -0.1 -0.780
C 5.452 2.865 -1.791 -0.2 -0.5 0.6 -0.787
C -5.282 0.033 0.897 -0.1 0.7 0.2 -0.973
C -2.216 -1.625 0.481 0.6 -0.8 0.6 -0.762
C -6.380 1.109 0.534 0.2 -0.8 -0.6 -0.739
C 6.176 -1.457 0.834 -0.2 0.3 1.9 -0.813
C -1.415 -2.718 -0.363 0.5 2.8 -0.2 0.145
C 5.488 -2.763 3.032 -1.1 1.6 2.1 -0.720
C -3.287 -0.924 -0.425 0.6 0.2 0.6 -1.032
C 5.565 0.282 -1.541 -0.1 -0.1 0.9 -0.693
C -8.901 1.321 0.099 0.4 0.2 1.4 -0.407
C 5.843 1.668 -0.888 0.2 -0.2 -0.2 -0.484
C 1.075 -2.913 -1.266 -0.9 1.1 0.7 -0.177
C -10.288 -0.475 -0.581 -0.8 0.0 -0.3 -0.565
C 4.082 3.466 -1.492 -0.5 0.7 -1.3 0.425
C 3.476 4.231 0.640 -0.3 -0.6 1.0 -0.254
C -7.630 0.372 0.035 -0.2 0.4 -0.2 -0.621
H -9.852 -0.381 -1.580 0.3 0.0 0.2 0.347
H -1.550 -0.819 0.851 0.1 -0.1 -0.1 0.662
H 6.378 -0.605 2.906 -0.1 -0.2 0.4 0.520
H -8.906 2.028 -0.760 0.1 -0.3 -0.2 0.331
H 0.134 -1.181 -0.378 -0.2 0.4 -0.5 0.488
H -1.094 -3.610 0.286 -0.9 -1.1 -1.2 -0.134
H -7.526 0.033 -0.996 0.3 -0.2 0.1 0.376
H -11.360 -0.660 -0.686 0.0 0.1 0.3 0.287
H 6.253 -2.458 3.816 0.0 0.1 -0.3 0.335
H 6.916 1.721 -0.696 -0.1 0.1 0.0 0.501
H -2.083 -3.066 -1.151 0.0 -1.0 0.5 0.639
H -5.643 -0.961 0.624 0.1 0.0 -0.1 0.481
H -4.053 -1.669 -0.641 0.0 0.1 -0.2 0.499
H 1.308 -3.376 -0.267 0.4 -0.2 -0.2 0.091
H -2.766 -0.636 -1.341 -0.1 -0.1 0.0 0.404
H 4.756 -3.061 3.800 0.2 -1.8 -0.7 0.430
H -5.991 1.716 -0.284 -0.1 0.3 0.2 0.359
H 5.344 1.763 0.082 0.0 0.1 -0.1 0.218
H 5.489 2.591 -2.844 0.0 0.2 0.0 0.421
H 7.054 -0.823 0.701 0.2 -0.4 -0.4 0.410
H -5.208 0.046 1.987 0.1 -0.2 -0.1 0.328
H -0.475 -1.606 -2.042 -0.3 0.5 0.3 0.473
H -7.831 -0.476 0.699 -0.3 0.1 -0.1 0.445
H 3.726 -3.315 -3.143 0.1 -0.1 -0.6 0.363
H 3.724 2.527 1.979 -0.1 0.0 0.1 0.080
H -3.233 0.719 1.032 0.1 0.2 -0.3 0.420
H 0.856 -3.723 -1.965 0.1 -0.1 0.2 0.415
H 3.147 4.028 2.785 0.0 -0.1 0.0 0.370
H -6.595 1.718 1.410 0.0 0.1 -0.1 0.467
H 6.177 3.670 -1.637 -0.1 0.1 -0.1 0.372
H 2.494 4.696 0.683 0.1 0.1 -0.4 0.329
H -4.033 1.074 -0.533 0.2 0.1 0.2 0.430
H -2.682 -2.049 1.390 -0.3 0.0 -0.3 0.498
H -9.864 -1.339 -0.029 0.0 0.0 -0.1 0.329
H 4.254 4.934 0.352 -0.2 0.2 -0.1 0.352
H -8.805 1.927 1.005 -0.3 0.2 -0.2 0.439
H 3.836 -0.027 0.673 -0.3 -0.1 0.0 -0.044
H 6.363 -2.519 0.663 0.1 0.1 -0.6 0.566
H 4.829 3.899 2.270 0.0 -0.3 0.2 0.309
H 6.521 -0.213 -1.735 -0.1 0.0 -0.4 0.495
H 4.989 0.328 -2.468 0.0 0.0 0.0 0.597
```
Positions in Å, forces in eV/Å.

---

ORCA calculation (ωB97M-V/def2-TZVPD) on 3 unconnected molecules or ions with the total composition C20H41ClN6O5P2S.

- total charge = 0
- structure (SMILES) = O=C(Cl)CC1=CC(=O)C(S)=CC1=O.CN(C)P(=O)(N(C)C)N(C)C.CN(C)P(=O)(N(C)C)N(C)C
- largest force on an atom (eV Å⁻¹) = 9.691
- LUMO (hartree) = -0.067
- frontier orbital gap (eV) = 6.3
- multiplicity = 1
- calculated total energy (Ha) = -3031.9430

The geometry in XYZ format:
```
76
Properties=species:S:1:pos:R:3:forces:R:3:mulliken_charge:R:1
Cl 2.806 -6.088 -5.118 1.9 0.3 -1.8 -0.161
S 4.209 -1.563 -1.281 -0.2 -1.0 -1.2 -0.169
P 2.577 0.641 2.426 -6.7 0.8 2.8 0.839
P -4.125 0.791 -0.204 -3.6 5.8 -2.6 0.730
O 1.782 -0.409 1.612 3.4 -0.1 -1.7 -0.872
O 3.625 -1.136 -6.771 1.5 -5.1 6.6 -0.519
O -3.082 1.416 -1.162 1.9 -2.8 1.7 -0.893
O 4.965 -7.001 -6.674 -5.6 7.7 2.1 -0.464
O 7.173 -2.188 -3.182 -7.6 -2.7 -2.9 -0.516
N 2.219 -0.104 3.915 0.0 -1.1 2.0 0.188
N -5.272 0.574 -1.443 -1.5 -0.7 -1.6 0.235
N -4.354 2.212 0.711 1.2 1.2 0.9 0.292
N 1.545 1.942 2.038 -0.6 0.6 -1.6 0.239
N -5.324 0.074 0.899 1.0 -2.6 1.0 0.059
N 3.491 1.849 3.361 2.9 -0.3 -0.7 0.039
C -4.930 -0.525 -2.354 0.1 -0.1 0.5 -1.154
C 5.776 -3.723 -4.848 -3.6 2.4 -2.2 -0.330
C 4.862 1.938 2.846 0.1 0.7 -0.2 -1.049
C 4.393 -4.434 -7.091 -0.8 0.3 0.9 -0.390
C 4.554 -1.894 -3.104 -3.0 0.2 -3.7 0.070
C 3.505 -1.534 -4.140 3.5 -1.5 2.0 -0.311
C -6.714 -0.252 0.585 -0.2 -0.1 -0.7 -1.001
C 4.721 -3.367 -5.879 3.0 -1.0 3.0 0.298
C -4.724 -1.061 1.610 0.0 0.2 0.7 -1.071
C 3.899 -1.919 -5.718 -0.8 2.6 -3.3 0.199
C -5.806 1.680 -2.223 0.2 0.5 0.1 -1.055
C -5.556 3.024 0.782 -0.4 -0.5 0.8 -1.051
C 3.528 1.981 4.817 -0.1 -0.6 0.4 -1.021
C -3.192 3.095 0.856 0.3 -0.2 -0.3 -0.757
C 4.191 -5.930 -6.394 4.3 -5.0 -1.9 0.437
C 0.677 2.674 2.943 0.7 0.7 0.3 -1.012
C 2.966 -1.351 4.125 0.3 0.5 -0.2 -1.156
C 0.859 -0.286 4.396 -0.4 0.2 -0.4 -1.064
C 0.905 1.901 0.718 0.0 -0.4 -0.1 -0.962
C 5.981 -2.575 -3.650 4.1 1.3 1.6 0.341
H -5.330 -1.362 2.470 0.0 0.0 -0.1 0.362
H 4.093 1.174 5.295 0.0 0.1 0.1 0.326
H -4.599 -1.918 0.945 0.0 -0.2 0.1 0.337
H -2.276 2.515 1.007 -0.2 0.1 -0.2 -0.002
H -0.275 2.160 3.102 -0.1 -0.1 -0.1 0.341
H 0.586 2.897 0.392 0.1 0.0 0.3 0.344
H 0.284 -0.978 3.769 -0.1 0.0 0.1 0.300
H -4.703 -1.429 -1.779 0.1 0.0 0.0 0.303
H -5.561 3.616 1.707 0.1 -0.1 -0.1 0.372
H -5.040 2.159 -2.845 -0.1 0.0 -0.1 0.283
H 4.004 2.929 5.097 0.2 0.0 -0.5 0.377
H -6.624 1.337 -2.865 0.2 -0.2 0.0 0.387
H 0.446 3.665 2.532 0.0 -0.2 -0.1 0.382
H 5.444 1.057 3.128 0.3 0.0 0.1 0.339
H 2.463 -1.040 -3.840 2.6 -1.1 -0.9 0.364
H -4.054 -0.286 -2.965 0.0 0.0 0.0 0.311
H -5.764 -0.775 -3.014 -0.1 0.2 0.1 0.348
H 5.372 2.834 3.213 -0.1 -0.1 0.1 0.363
H 0.863 -0.657 5.426 0.2 -0.2 -0.1 0.384
H 2.531 2.018 5.263 0.1 -0.3 -0.3 0.305
H 2.630 -2.142 3.447 0.0 -0.1 0.0 0.301
H 4.032 -1.181 3.944 0.1 0.0 -0.1 0.313
H 0.025 1.248 0.727 0.0 0.0 -0.2 0.307
H 6.368 -4.735 -4.877 -1.1 2.3 0.1 0.324
H -7.263 -0.488 1.505 0.5 -0.1 0.2 0.372
H 1.602 1.538 -0.044 -0.2 -0.1 0.2 0.262
H -3.288 3.751 1.728 -0.3 -0.2 0.0 0.396
H 4.852 2.002 1.754 -0.1 -0.1 0.0 0.347
H -3.063 3.726 -0.032 0.1 0.0 0.0 0.300
H -6.473 2.438 0.821 0.1 -0.1 -0.2 0.240
H 1.132 2.873 3.912 0.1 -0.2 0.0 0.241
H -6.799 -1.118 -0.082 -0.2 0.0 0.0 0.325
H -3.738 -0.785 1.997 0.1 0.1 -0.1 0.354
H 3.333 -2.616 -0.866 1.1 1.1 -1.1 0.196
H 5.232 -4.491 -7.914 -1.7 0.0 1.9 0.305
H 2.875 -1.704 5.154 -0.1 0.2 0.0 0.343
H 0.323 0.661 4.450 0.1 0.0 -0.2 0.284
H 3.364 -4.095 -7.566 2.2 -0.9 0.9 0.312
H -5.625 3.728 -0.051 0.1 0.0 -0.1 0.385
H -6.260 2.438 -1.585 0.2 0.0 0.1 0.286
H -7.254 0.585 0.135 0.4 -0.1 -0.1 0.297
```
Positions in Å, forces in eV/Å.